[1]
The following is a quantum chemistry calculation of the molecule C12H18N2O4S in a non-equilibrium geometry, from the Open Molecules 2025 dataset.

Atoms and positions in Å:
C1 6.01 -0.10 -3.48
C2 5.89 0.86 -2.30
C3 4.93 0.36 -1.22
C4 3.49 0.30 -1.69
O1 2.67 -0.03 -0.57
C5 1.35 -0.02 -0.77
O2 0.83 0.23 -1.82
C6 0.60 -0.31 0.51
S1 -0.04 1.29 1.12
C7 -1.47 1.46 -0.02
C8 -2.52 0.50 0.47
O3 -2.58 -0.65 0.10
N1 -3.34 1.03 1.42
C9 -4.35 0.36 2.08
C10 -4.80 -0.98 1.92
C11 -5.82 -1.08 2.82
C12 -6.73 -2.19 3.18
O4 -5.97 0.10 3.46
N2 -5.06 0.99 2.99
H1 5.07 -0.19 -4.02
H2 6.77 0.25 -4.18
H3 6.31 -1.09 -3.14
H4 5.54 1.83 -2.66
H5 6.87 1.00 -1.85
H6 4.98 1.02 -0.36
H7 5.24 -0.64 -0.89
H8 3.16 1.27 -2.09
H9 3.34 -0.46 -2.46
H10 1.27 -0.70 1.28
H11 -0.25 -0.96 0.34
H12 -1.12 1.20 -1.02
H13 -1.78 2.50 0.03
H14 -3.21 1.98 1.73
H15 -4.41 -1.71 1.25
H16 -6.63 -2.43 4.24
H17 -7.76 -1.91 2.99
H18 -6.48 -3.07 2.59

Values from the calculation:
* HOMO-LUMO gap: 0.3540 hartree
* ΔE to the lowest compared entry with this formula, charge and spin: 174.5 kJ/mol
* structure (SMILES): CCCCOC(=O)CSCC(=O)Nc1cc(C)on1
* E: -34741.2256 eV
* HOMO energy: -9.0 eV
* maximum force: 1.34 eV/A
* total charge: 0

natural (NBO) population analysis, charges in e, atoms 1 to 2: C -0.61; C -0.39

=====

[2]
The following is a quantum chemistry calculation of C4H5NO2 as an isolated structure, from the Open Molecules 2025 dataset.

Atoms and positions in Å:
C1 1.58 -0.48 -0.24
C2 -0.26 -0.64 -1.00
C3 -1.17 0.32 -1.26
O1 -1.64 0.89 -0.05
C4 -0.91 0.34 0.88
O2 -1.10 0.75 2.12
N1 -0.09 -0.61 0.44
H1 2.00 -0.07 0.68
H2 1.89 -1.51 -0.41
H3 1.84 0.16 -1.09
H4 -1.64 0.73 -2.14
H5 -0.62 0.15 2.70

Values from the calculation:
* HOMO-LUMO gap (spin up / spin down): 0.3054 / 0.3054 hartree
* ΔE to the lowest compared entry with this formula, charge and spin: 548.5 kJ/mol
* E: -9808.6298 eV
* HOMO energy (spin up / spin down): -8.1 / -8.1 eV
* maximum force: 0.62 eV/A
* total charge: 0

natural (NBO) population analysis, charges in e, atoms 1 to 2: C -0.34; C -0.14

=====

[3]
The following is a quantum chemistry calculation of a 2-piece molecular cluster, C16H25N2O overall in a non-equilibrium geometry, from the Open Molecules 2025 dataset.

Atoms and positions in Å:
C1 -1.96 4.04 1.38
C2 -0.45 4.18 1.09
C3 0.12 2.76 1.09
N1 -1.04 1.87 1.07
C4 -0.90 0.57 0.99
C5 -1.98 -0.35 0.75
C6 -2.98 -0.10 -0.23
C7 -4.06 -0.97 -0.35
C8 -4.15 -2.10 0.48
C9 -3.14 -2.37 1.41
C10 -2.06 -1.52 1.54
C11 -2.33 2.59 1.05
H1 -2.15 4.23 2.44
H2 -2.57 4.75 0.80
H3 -0.29 4.61 0.09
H4 0.05 4.81 1.83
H5 0.76 2.56 0.22
H6 0.72 2.57 2.00
H7 0.10 0.17 1.23
H8 -2.88 0.75 -0.91
H9 -4.83 -0.76 -1.09
H10 -5.00 -2.77 0.38
H11 -3.21 -3.26 2.05
H12 -1.26 -1.71 2.27
H13 -3.05 2.18 1.77
H14 -2.80 2.54 0.05
O1 4.07 -1.18 1.12
C12 4.13 -2.03 0.00
C13 2.76 -1.88 -0.66
C14 2.63 -2.74 -1.92
C15 1.83 -1.87 -2.91
C16 2.05 -0.42 -2.42
N2 2.51 -0.55 -1.08
H15 4.86 -1.33 1.67
H16 4.91 -1.70 -0.71
H17 4.27 -3.09 0.27
H18 1.99 -2.18 0.09
H19 3.64 -2.94 -2.31
H20 2.16 -3.71 -1.70
H21 2.16 -2.02 -3.94
H22 0.77 -2.13 -2.84
H23 2.81 0.07 -3.07
H24 1.14 0.19 -2.51
H25 2.66 0.24 -0.47

Values from the calculation:
* HOMO-LUMO gap: 0.2180 hartree
* ΔE to the lowest compared entry with this formula, charge and spin: 115.6 kJ/mol
* E: -22018.3885 eV
* HOMO energy: -10.4 eV
* maximum force: 2.12 eV/A
* total charge: +1

natural (NBO) population analysis, charges in e, atoms 1 to 2: C -0.42; C -0.42

=====

[4]
The following is a quantum chemistry calculation of C31H28BN6S3W as an isolated structure in a non-equilibrium geometry, from the Open Molecules 2025 dataset.

Atoms and positions in Å:
W1 -0.31 0.37 -0.35
C1 3.23 -3.42 1.44
C2 2.51 -2.60 0.44
C3 2.63 -2.65 -0.96
C4 1.76 -1.71 -1.46
N1 1.13 -1.10 -0.41
N2 1.60 -1.67 0.75
B1 1.04 -1.20 2.12
N3 -0.49 -1.41 2.06
N4 -1.16 -0.87 1.01
C5 -2.44 -1.33 1.03
C6 -2.59 -2.14 2.14
C7 -1.34 -2.18 2.76
C8 -0.94 -2.97 3.95
C9 -3.29 -0.97 -0.09
C10 -4.67 -0.96 -0.04
C11 -5.40 -0.49 -1.13
C12 -4.75 -0.03 -2.28
C13 -3.37 -0.09 -2.36
C14 -2.64 -0.57 -1.28
N5 1.29 0.32 2.19
N6 0.84 1.08 1.15
C15 1.36 2.33 1.28
C16 2.10 2.38 2.44
C17 2.05 1.09 2.99
C18 2.73 0.60 4.21
C19 1.07 3.25 0.19
C20 1.04 4.62 0.33
C21 0.64 5.42 -0.74
C22 0.26 4.84 -1.95
C23 0.34 3.47 -2.12
C24 0.75 2.67 -1.06
C25 1.46 -1.31 -2.82
C26 2.10 -1.91 -3.91
C27 1.80 -1.51 -5.20
C28 0.86 -0.52 -5.44
C29 0.20 0.08 -4.37
C30 0.52 -0.32 -3.09
H1 3.92 -4.09 0.94
H2 2.54 -4.01 2.04
H3 3.79 -2.78 2.13
H4 3.28 -3.31 -1.51
H5 1.54 -1.79 3.02
H6 -3.48 -2.66 2.47
H7 -1.82 -3.39 4.43
H8 -0.40 -2.36 4.68
H9 -0.29 -3.80 3.66
H10 -5.19 -1.29 0.85
H11 -6.48 -0.49 -1.09
H12 -5.33 0.34 -3.11
H13 -2.87 0.19 -3.28
H14 -1.61 -0.94 -1.44
H15 2.64 3.22 2.84
H16 3.14 1.43 4.77
H17 3.56 -0.06 3.95
H18 2.05 0.04 4.85
H19 1.32 5.08 1.27
H20 0.63 6.49 -0.63
H21 -0.06 5.47 -2.77
H22 0.13 3.04 -3.09
H23 1.20 1.68 -1.28
H24 2.83 -2.68 -3.73
H25 2.31 -1.98 -6.03
H26 0.62 -0.22 -6.45
H27 -0.54 0.85 -4.56
H28 -0.02 0.21 -2.26
S1 -3.24 3.10 2.88
C31 -2.31 2.29 1.72
S2 -1.63 1.73 3.19
S3 -2.17 2.14 0.10

Values from the calculation:
* HOMO-LUMO gap: 0.2180 hartree
* ΔE to the lowest compared entry with this formula, charge and spin: 0.0 kJ/mol
* E: -76525.2884 eV
* HOMO energy: -17.0 eV
* maximum force: 2.35 eV/A
* total charge: +3

natural (NBO) population analysis, charges in e, atoms 1 to 2: W 1.26; C -0.68

=====

[5]
The following is a quantum chemistry calculation of a 2-piece molecular cluster, C3H7IN2O2 overall in a non-equilibrium geometry, from the Open Molecules 2025 dataset.

Atoms and positions in Å:
C1 -0.68 0.86 -1.47
C2 -1.03 1.01 -0.17
C3 -0.18 1.65 0.87
I1 -2.81 0.01 0.49
H1 -1.40 0.36 -2.05
H2 0.19 1.22 -1.81
H3 0.70 2.01 0.54
H4 -0.66 2.40 1.46
H5 0.05 0.79 1.62
O1 -0.02 -2.07 -0.60
N1 0.43 -1.16 0.40
N2 1.49 -1.11 0.90
O2 2.58 -1.77 0.52
H6 -0.93 -1.61 -0.70
H7 2.26 -2.59 0.01

Values from the calculation:
* HOMO-LUMO gap: 0.3563 hartree
* ΔE to the lowest compared entry with this formula, charge and spin: 113.9 kJ/mol
* structure (SMILES): C=C(C)I.O/N=N\O
* E: -18394.9066 eV
* HOMO energy: -9.3 eV
* maximum force: 5.19 eV/A
* total charge: 0

natural (NBO) population analysis, charges in e, atoms 1 to 2: C -0.46; C -0.05